Entry 1:
DFT (ωB97M-V/def2-TZVPD) results for 6 unconnected molecules or ions with the total composition C36H81N3O6 in a non-equilibrium geometry.

ΔE to the lowest compared entry with this formula, charge and spin (eV): 7.125
Maximum force (eV/Å): 3.89
HOMO-LUMO gap (Eh): 0.307
SMILES: CC1(C)CCCC(C)(C)N1O.CC1(C)CCCC(C)(C)N1O.CC1(C)CCCC(C)(C)N1O.CC(C)O.CC(C)O.CC(C)O
HOMO level (eV): -7.8589

Geometry as ORCA input:
```
! wB97M-V def2-TZVPD RIJCOSX def2/J DEFGRID3
* xyz 0 1
C -17.125 24.445 12.949
C -16.412 23.702 14.151
C -17.661 23.396 15.116
C -15.961 22.299 13.681
C -14.738 22.309 12.804
C -13.575 23.034 13.458
C -13.897 24.410 14.095
C -12.876 24.635 15.224
C -13.802 25.429 12.881
N -15.248 24.432 14.706
O -15.545 25.558 15.411
H -18.137 24.042 12.923
H -17.129 25.532 13.038
H -16.548 24.238 12.048
H -17.918 24.231 15.769
H -18.607 22.957 14.799
H -17.269 22.698 15.855
H -15.789 21.595 14.495
H -16.742 21.887 13.041
H -14.400 21.286 12.640
H -14.903 22.634 11.777
H -12.765 23.238 12.758
H -13.141 22.445 14.265
H -12.772 25.664 15.569
H -11.853 24.385 14.942
H -13.070 24.042 16.118
H -14.021 26.422 13.274
H -14.578 25.194 12.152
H -12.793 25.458 12.470
H -15.408 26.315 14.837
C -19.781 15.444 13.386
C -19.099 14.089 13.729
C -20.175 13.020 13.768
C -18.101 13.782 12.562
C -17.076 12.713 12.724
C -16.249 13.147 13.978
C -17.144 13.442 15.247
C -17.431 12.070 15.996
C -16.201 14.328 16.079
N -18.355 14.223 15.022
O -19.184 14.518 16.133
H -20.249 15.353 12.406
H -20.526 15.623 14.161
H -19.006 16.210 13.408
H -20.195 12.513 14.733
H -21.212 13.342 13.676
H -19.886 12.157 13.169
H -18.509 13.709 11.554
H -17.499 14.687 12.487
H -17.565 11.743 12.807
H -16.451 12.635 11.835
H -15.561 13.931 13.661
H -15.655 12.299 14.318
H -18.096 11.484 15.362
H -17.881 12.282 16.966
H -16.464 11.662 16.291
H -15.346 13.702 16.335
H -16.765 14.608 16.969
H -15.921 15.309 15.694
H -18.799 15.324 16.486
C -11.089 22.139 26.026
C -12.187 21.001 25.810
C -11.664 19.581 26.080
C -13.342 21.374 26.746
C -14.704 20.958 26.239
C -14.923 21.452 24.823
C -13.814 20.797 23.886
C -14.165 19.317 23.760
C -14.078 21.521 22.498
N -12.512 21.144 24.369
O -11.512 20.782 23.508
H -11.294 23.089 25.533
H -11.014 22.312 27.099
H -10.108 21.738 25.773
H -10.810 19.411 25.425
H -11.330 19.659 27.115
H -12.411 18.789 26.036
H -13.329 20.719 27.618
H -13.344 22.403 27.104
H -14.756 19.870 26.247
H -15.434 21.360 26.941
H -15.035 22.529 24.699
H -15.927 21.118 24.561
H -14.261 18.664 24.628
H -13.475 18.784 23.106
H -15.148 19.127 23.328
H -15.075 21.367 22.086
H -13.329 21.374 21.719
H -14.076 22.607 22.593
H -11.638 21.471 22.851
C -20.336 5.687 17.279
C -21.401 5.562 18.469
C -22.259 4.389 18.473
O -20.629 5.372 19.571
H -19.396 6.192 17.501
H -20.739 6.161 16.384
H -20.110 4.649 17.035
H -21.965 6.492 18.528
H -23.022 4.246 19.239
H -21.703 3.455 18.557
H -22.809 4.148 17.563
H -19.861 5.947 19.522
C -17.341 9.907 1.656
C -16.639 9.525 2.976
C -17.120 10.261 4.143
O -16.993 8.178 3.246
H -16.997 9.354 0.782
H -16.931 10.899 1.464
H -18.429 9.908 1.730
H -15.565 9.668 2.860
H -16.744 9.953 5.119
H -18.179 10.010 4.191
H -17.012 11.333 3.977
H -16.419 7.717 3.862
C -20.619 5.577 9.707
C -20.230 4.079 9.834
C -21.438 3.206 10.277
O -19.889 3.574 8.602
H -19.761 6.161 9.372
H -20.871 5.884 10.722
H -21.521 5.634 9.098
H -19.398 3.984 10.531
H -22.270 3.162 9.574
H -21.990 3.560 11.148
H -21.207 2.150 10.416
H -19.761 2.643 8.800
*
```

Mulliken atomic charge list, values in e, 2 entries:
1. C -1.6607
2. C 1.2223

---

Entry 2:
DFT (ωB97M-V/def2-TZVPD) results for 8 unconnected molecules or ions with the total composition C36H84F6N2O17P in a non-equilibrium geometry.

ΔE to the lowest compared entry with this formula, charge and spin (eV): 0.516
Maximum force (eV/Å): 2.27
HOMO-LUMO gap (Eh): 0.332
HOMO level (eV): -6.8109

Geometry as ORCA input:
```
! wB97M-V def2-TZVPD RIJCOSX def2/J DEFGRID3
* xyz -1 1
P -0.376 -0.025 -0.662
F -0.326 0.308 -2.255
F -0.195 1.550 -0.403
F -1.968 0.162 -0.612
F -0.309 -0.374 0.914
F -0.547 -1.597 -1.007
F 1.238 -0.284 -0.699
C -5.490 8.863 1.135
O -5.049 8.823 -0.205
C -3.853 9.523 -0.320
C -2.629 8.867 0.258
O -2.384 7.742 -0.561
C -1.129 7.167 -0.382
C -0.946 6.110 -1.444
O -0.932 6.748 -2.684
C -0.862 5.859 -3.762
H -4.774 8.424 1.832
H -6.481 8.425 1.236
H -5.616 9.923 1.419
H -3.977 10.531 0.114
H -3.663 9.695 -1.379
H -2.742 8.534 1.303
H -1.798 9.589 0.231
H -1.010 6.688 0.603
H -0.379 7.970 -0.459
H -1.827 5.466 -1.303
H -0.011 5.572 -1.274
H -1.322 4.880 -3.652
H 0.184 5.660 -4.052
H -1.316 6.319 -4.649
C -1.602 2.395 2.695
O -2.949 2.201 3.047
C -3.797 2.083 1.926
C -4.207 3.427 1.336
O -4.575 4.183 2.475
C -5.041 5.513 2.296
C -5.333 6.100 3.659
O -4.269 6.830 4.207
C -3.045 6.104 4.206
H -1.231 1.491 2.190
H -0.939 2.557 3.541
H -1.500 3.205 1.963
H -4.696 1.575 2.290
H -3.358 1.384 1.198
H -5.088 3.290 0.700
H -3.355 3.849 0.783
H -5.920 5.570 1.642
H -4.210 6.067 1.832
H -5.555 5.286 4.361
H -6.211 6.735 3.550
H -2.477 6.364 3.305
H -3.246 5.041 4.315
H -2.421 6.462 5.028
C 9.573 -1.282 5.015
O 9.066 -1.781 3.802
C 9.809 -1.351 2.697
C 9.042 -1.645 1.437
O 7.732 -1.207 1.517
C 7.133 -1.233 0.256
C 5.644 -1.039 0.385
O 5.034 -2.164 0.958
C 3.815 -1.870 1.613
H 8.813 -1.444 5.774
H 9.727 -0.198 4.929
H 10.515 -1.779 5.273
H 10.779 -1.875 2.666
H 10.075 -0.288 2.804
H 9.141 -2.712 1.194
H 9.582 -1.118 0.629
H 7.323 -2.182 -0.256
H 7.460 -0.378 -0.355
H 5.237 -0.830 -0.620
H 5.448 -0.105 0.935
H 3.093 -1.254 1.055
H 4.005 -1.294 2.533
H 3.357 -2.834 1.824
C 2.902 -1.354 -3.906
O 2.422 -2.188 -4.916
C 1.507 -1.592 -5.786
C 0.168 -1.193 -5.237
O -0.703 -2.352 -5.165
C -1.072 -2.819 -3.870
C -2.299 -2.124 -3.378
O -3.497 -2.674 -3.965
C -4.012 -1.886 -5.023
H 3.849 -1.761 -3.552
H 2.241 -1.233 -3.038
H 3.103 -0.328 -4.251
H 1.351 -2.326 -6.582
H 1.943 -0.728 -6.325
H -0.372 -0.584 -5.971
H 0.236 -0.677 -4.276
H -0.277 -2.822 -3.118
H -1.321 -3.870 -4.052
H -2.252 -1.027 -3.415
H -2.472 -2.270 -2.305
H -4.931 -2.368 -5.344
H -3.288 -1.784 -5.836
H -4.216 -0.879 -4.637
C -1.626 -10.654 -3.875
O -0.659 -9.732 -3.452
C 0.181 -9.331 -4.504
C 1.501 -8.748 -3.972
O 1.442 -7.417 -3.559
C 0.634 -7.148 -2.460
C 0.714 -5.689 -2.119
O 1.852 -5.435 -1.370
C 2.103 -4.082 -1.219
H -2.216 -10.321 -4.736
H -2.283 -10.838 -3.026
H -1.182 -11.627 -4.135
H -0.310 -8.620 -5.186
H 0.483 -10.172 -5.153
H 2.204 -8.833 -4.799
H 1.756 -9.385 -3.109
H 0.978 -7.674 -1.550
H -0.405 -7.459 -2.601
H -0.220 -5.411 -1.612
H 0.780 -5.118 -3.058
H 3.043 -3.978 -0.674
H 1.339 -3.418 -0.796
H 2.356 -3.603 -2.183
C -4.866 -0.977 3.403
O -6.045 -0.784 3.640
N -4.379 -1.835 2.475
C -3.003 -1.808 2.003
C -5.213 -2.792 1.804
H -4.056 -0.398 3.883
H -2.582 -2.818 2.003
H -2.367 -1.220 2.665
H -2.958 -1.404 0.992
H -4.956 -3.801 2.155
H -6.272 -2.630 1.964
H -4.995 -2.814 0.733
C 1.757 0.715 3.881
O 1.886 1.907 4.108
N 1.976 -0.221 4.838
C 1.954 -1.622 4.531
C 2.278 0.139 6.209
H 1.534 0.309 2.884
H 1.643 -1.851 3.511
H 1.283 -2.172 5.199
H 2.947 -2.076 4.626
H 2.639 1.167 6.206
H 1.403 0.078 6.868
H 3.033 -0.532 6.624
*
```

Mulliken atomic charge list, values in e, 2 entries:
1. P 1.3869
2. F -0.4570

---

Entry 3:
DFT (ωB97M-V/def2-TZVPD) results for 10 unconnected molecules or ions with the total composition C36H84F6N4O19P in a non-equilibrium geometry.

ΔE to the lowest compared entry with this formula, charge and spin (eV): 0.000
Maximum force (eV/Å): 3.68
HOMO-LUMO gap (Eh): 0.276
HOMO level (eV): -5.2727

Geometry as ORCA input:
```
! wB97M-V def2-TZVPD RIJCOSX def2/J DEFGRID3
* xyz -1 1
P -35.227 5.411 5.402
F -35.591 5.942 3.907
F -35.322 3.851 4.935
F -33.628 5.400 5.083
F -34.984 4.830 6.886
F -35.068 6.998 5.895
F -36.794 5.348 5.848
C -31.833 4.028 7.102
C -32.464 2.667 7.407
C -33.286 2.701 8.659
O -34.011 1.472 8.836
C -34.446 1.391 10.161
N -33.324 2.385 6.305
H -31.106 4.046 6.290
H -31.067 4.292 7.831
H -32.571 4.828 7.039
H -31.682 1.908 7.426
H -33.922 3.576 8.787
H -32.442 2.662 9.348
H -33.572 1.553 10.792
H -34.858 0.409 10.394
H -35.184 2.160 10.391
H -32.797 2.392 5.443
H -33.826 3.259 6.242
C -38.276 2.065 5.709
C -37.089 1.094 5.985
C -36.197 0.818 4.737
O -35.009 0.083 5.087
C -34.764 -0.825 3.985
N -36.184 1.739 6.943
H -39.064 1.524 5.185
H -38.011 3.027 5.271
H -38.661 2.317 6.698
H -37.377 0.157 6.462
H -35.885 1.739 4.244
H -36.832 0.357 3.980
H -34.291 -0.178 3.247
H -35.665 -1.242 3.535
H -34.047 -1.586 4.293
H -36.101 2.695 6.628
H -36.696 1.939 7.790
C -37.550 10.537 11.617
C -37.715 11.070 10.176
C -37.573 9.977 9.103
O -37.552 10.618 7.768
C -36.914 9.794 6.745
N -38.838 11.967 10.028
H -38.065 11.293 12.210
H -36.472 10.574 11.775
H -38.041 9.570 11.723
H -36.893 11.692 9.822
H -38.404 9.279 9.196
H -36.660 9.409 9.280
H -36.863 10.275 5.768
H -37.451 8.868 6.539
H -35.919 9.512 7.088
H -38.962 11.882 9.029
H -38.748 12.919 10.352
C -35.932 6.338 12.141
C -36.832 5.102 12.155
C -37.332 4.761 10.709
O -37.768 6.010 10.048
C -37.685 5.931 8.590
N -36.044 3.942 12.591
H -36.472 7.242 11.858
H -35.140 6.079 11.438
H -35.611 6.636 13.139
H -37.694 5.158 12.820
H -38.179 4.077 10.656
H -36.568 4.159 10.218
H -36.640 5.732 8.352
H -38.069 6.833 8.114
H -38.264 5.161 8.079
H -36.522 3.111 12.272
H -36.037 3.731 13.579
C -33.265 10.793 10.510
C -31.853 10.541 9.970
O -31.770 11.179 8.676
C -31.827 10.531 7.497
O -31.555 10.999 6.426
O -32.263 9.246 7.569
C -32.505 8.548 6.328
H -33.871 10.763 9.604
H -33.540 11.785 10.868
H -33.580 10.050 11.243
H -31.590 9.487 9.884
H -31.120 11.042 10.602
H -31.581 8.742 5.784
H -33.372 8.910 5.775
H -32.623 7.476 6.485
C -40.182 3.447 -1.426
C -38.682 3.684 -1.509
O -38.114 3.873 -0.207
C -36.816 4.142 -0.065
O -36.079 4.519 -0.969
O -36.470 3.975 1.239
C -37.477 3.877 2.294
H -40.679 4.289 -0.944
H -40.483 2.514 -0.949
H -40.579 3.470 -2.441
H -38.451 4.514 -2.176
H -38.268 2.809 -2.010
H -37.005 4.219 3.215
H -37.765 2.835 2.435
H -38.333 4.512 2.067
C -45.879 6.535 5.250
C -44.506 7.176 5.598
O -43.504 6.231 5.772
C -42.189 6.445 5.390
O -41.733 7.438 4.885
O -41.616 5.319 5.552
C -40.192 5.143 5.700
H -45.825 6.066 4.268
H -46.780 7.146 5.185
H -46.069 5.686 5.908
H -44.640 7.661 6.565
H -44.234 7.989 4.925
H -39.587 5.320 4.811
H -40.007 4.116 6.014
H -39.917 5.752 6.561
C -32.822 5.683 1.907
C -32.849 4.364 2.716
O -32.483 3.327 1.825
C -32.073 2.161 2.316
O -32.066 1.852 3.489
O -31.384 1.496 1.356
C -30.334 0.637 1.724
H -33.648 5.719 1.197
H -31.878 5.797 1.374
H -33.122 6.467 2.603
H -33.867 4.232 3.082
H -32.011 4.364 3.413
H -29.889 0.089 0.894
H -30.759 -0.111 2.395
H -29.510 1.090 2.275
C -39.201 13.567 4.316
C -38.355 13.296 3.035
O -37.250 12.349 3.246
C -37.464 11.036 2.931
O -38.557 10.543 2.564
O -36.337 10.403 3.148
C -36.142 9.060 3.081
H -39.883 12.753 4.560
H -39.604 14.577 4.235
H -38.496 13.640 5.144
H -37.976 14.235 2.630
H -39.033 12.985 2.240
H -36.456 8.603 2.143
H -36.559 8.601 3.978
H -35.057 8.982 3.010
*
```

Mulliken atomic charge list, values in e, 2 entries:
1. P 1.4117
2. F -0.4279